{"formula": "C15H25NO2Si", "method": "ωB97M-V/def2-TZVPD", "species": ["C", "C", "C", "C", "N", "C", "C", "O", "Si", "C", "C", "C", "C", "C", "C", "C", "O", "C", "C", "H", "H", "H", "H", "H", "H", "H", "H", "H", "H", "H", "H", "H", "H", "H", "H", "H", "H", "H", "H", "H", "H", "H", "H", "H"], "xyz": [[2.54716, 1.97102, 0.86526], [2.81149, 1.07923, -0.37670], [3.77408, -0.05097, -0.05188], [3.48766, 2.02727, -1.42491], [1.51836, 0.61016, -1.01477], [0.23050, 1.30606, -0.75335], [-0.25997, 1.19886, 0.66615], [-0.00071, -0.05539, 1.21274], [-0.94265, -1.28281, 0.57373], [-0.79942, -2.85986, 1.62817], [-2.68160, -0.70155, 0.48429], [-3.36158, -0.39647, -0.67514], [-4.66772, -0.00985, -0.56876], [-5.30172, 0.05108, 0.62285], [-4.69828, -0.23992, 1.81918], [-3.38257, -0.76202, 1.73476], [-0.49296, -1.58602, -1.03766], [0.77728, -1.88875, -1.35883], [1.46957, -0.66000, -1.87944], [3.54912, 2.17784, 1.28313], [1.92164, 1.39789, 1.59251], [2.06738, 2.91000, 0.60722], [4.55512, 0.23610, 0.70052], [4.18596, -0.51782, -0.96775], [3.34807, -0.90863, 0.50841], [2.87627, 2.94583, -1.61902], [3.60147, 1.60649, -2.41920], [4.46892, 2.25667, -1.03900], [-0.53429, 0.83226, -1.29621], [0.26145, 2.34232, -1.05869], [0.08930, 1.99746, 1.41711], [-1.38574, 1.46587, 0.61171], [0.25488, -2.95096, 1.82772], [-1.04322, -3.78797, 1.13074], [-1.46893, -2.79533, 2.51227], [-2.81188, -0.41041, -1.58893], [-5.15063, 0.25035, -1.45134], [-6.26252, 0.52494, 0.81045], [-5.12079, -0.04689, 2.87675], [-2.84488, -0.84590, 2.64075], [0.80173, -2.60807, -2.15320], [1.23974, -2.35654, -0.48401], [0.94212, -0.46844, -2.84501], [2.43280, -0.99715, -2.06264]], "orbital_gap_ev": 8.4, "charge": 0, "smiles": "CC(C)(C)N1CCO[Si](C)(c2ccccc2)OCC1", "de_lowest_ev": 1.2534, "lumo_ev": 0.81}

{"formula": "C15H25NO8", "method": "ωB97M-V/def2-TZVPD", "species": ["C", "O", "C", "C", "C", "C", "C", "C", "C", "C", "C", "O", "C", "O", "O", "N", "C", "O", "H", "H", "H", "H", "H", "H", "H", "H", "H", "H", "H", "H", "H", "H", "H", "H", "H", "H", "H", "H", "H", "O", "C", "O", "C", "C", "O", "H", "H", "H", "H"], "xyz": [[-3.78077, 0.76065, -1.82055], [-3.69952, 1.90366, -2.64647], [-3.14172, 3.03593, -2.00787], [-1.61839, 2.95279, -1.81441], [-0.87296, 2.20436, -2.93386], [0.14516, 1.16642, -2.41896], [0.29271, -0.06376, -3.31647], [0.76741, -1.31806, -2.56887], [-0.33372, -1.93693, -1.68518], [-0.01212, -2.14299, -0.19304], [0.69898, -0.99226, 0.50584], [1.73680, -1.55293, 1.38776], [2.84450, -0.80949, 1.41619], [2.90256, 0.33721, 1.72403], [3.97063, -1.53918, 1.10812], [3.81777, -2.01796, -0.23869], [3.53626, -3.23117, -0.23998], [3.29268, -4.35437, -0.23940], [-3.51901, -0.12001, -2.41336], [-3.09143, 0.81451, -0.97199], [-4.80157, 0.62911, -1.44826], [-3.61535, 3.16493, -1.02449], [-3.42564, 3.90446, -2.60476], [-1.40694, 2.49381, -0.84286], [-1.23832, 3.97518, -1.74001], [-0.32460, 2.94650, -3.52268], [-1.57729, 1.73142, -3.61885], [1.11753, 1.65396, -2.30170], [-0.17441, 0.84853, -1.41957], [-0.69456, -0.29555, -3.73529], [0.95455, 0.14071, -4.16097], [1.05194, -2.04791, -3.33128], [1.66628, -1.09211, -1.98757], [-1.26483, -1.36991, -1.77879], [-0.55731, -2.93241, -2.07768], [0.56635, -3.05740, -0.03971], [-0.96284, -2.30630, 0.32224], [0.02386, -0.42380, 1.14756], [1.17710, -0.29469, -0.17912], [-0.84355, -0.92264, 7.16880], [-0.04710, -0.54872, 6.37356], [0.72313, 0.55765, 6.51031], [1.70902, 0.55689, 5.47283], [1.05666, -0.30968, 4.41434], [0.22077, -1.16645, 5.19718], [1.90945, 1.57227, 5.14346], [2.62809, 0.11516, 5.86161], [0.42925, 0.26915, 3.73389], [1.76450, -0.88858, 3.83497]], "orbital_gap_ev": 9.5, "charge": 0, "smiles": "COCCCCCCCCCOC(=O)ON=C=O.O=C1OCCO1", "de_lowest_ev": 0.0000, "lumo_ev": -0.41}

{"formula": "C15H25O5P2Pd", "method": "ωB97M-V/def2-TZVPD", "species": ["Pd", "C", "P", "C", "C", "C", "P", "C", "C", "H", "H", "H", "H", "H", "H", "H", "H", "H", "H", "H", "H", "H", "H", "H", "H", "C", "O", "C", "C", "C", "C", "C", "C", "O", "C", "O", "C", "H", "H", "H", "H", "H", "H", "H", "H", "H", "O", "O"], "xyz": [[-0.26092, 0.12996, 1.95519], [-2.93365, -1.63174, -0.10984], [-2.75331, -0.29698, 1.11972], [-4.30490, -0.40482, 2.07758], [-3.01446, 1.24188, 0.11796], [-1.72247, 1.81093, -0.46835], [-0.45736, 2.11819, 0.82160], [0.98873, 2.75089, -0.08954], [-1.12015, 3.53690, 1.74829], [-3.85284, -1.48391, -0.67670], [-2.97291, -2.59046, 0.40693], [-2.07369, -1.63443, -0.77890], [-5.16136, -0.32794, 1.40780], [-4.34513, 0.38921, 2.82229], [-4.33358, -1.36365, 2.59469], [-3.48963, 1.97611, 0.77268], [-3.71615, 1.01334, -0.68595], [-1.91856, 2.74966, -0.99174], [-1.27988, 1.10668, -1.17355], [0.81416, 2.64818, -1.15913], [1.87781, 2.18083, 0.17841], [1.14841, 3.79929, 0.15621], [-1.26467, 4.37964, 1.07306], [-0.42653, 3.82060, 2.53992], [-2.06790, 3.26833, 2.21424], [1.12622, -1.06814, -4.74077], [2.24386, -1.57602, -4.03267], [2.24947, -1.48356, -2.69617], [3.41380, -1.92742, -2.04614], [3.50908, -1.81350, -0.68870], [2.48559, -1.25803, 0.10535], [2.70306, -1.00495, 1.52135], [3.76740, -1.77048, 2.26137], [2.05676, -0.16279, 2.15974], [1.26800, -0.89179, -0.54105], [0.16303, -0.52257, 0.06220], [1.19375, -1.00259, -1.94416], [1.36935, -1.16483, -5.79428], [0.95560, -0.01548, -4.50228], [0.22222, -1.64330, -4.52728], [4.22336, -2.33598, -2.63476], [4.42383, -2.14622, -0.22035], [4.72180, -1.75258, 1.74150], [3.44847, -2.81062, 2.35281], [3.88767, -1.34475, 3.25388], [0.25426, -0.72002, -2.40062], [-0.36941, -0.99871, 3.64314], [-0.67626, 0.22762, 3.79503]], "orbital_gap_ev": [6.7, 5.8], "s2": 2.01, "spin_multiplicity": 3, "charge": 1, "de_lowest_ev": 2.7093, "lumo_ev": [-4.01, -4.90]}

{"formula": "C15H26BNO4", "method": "ωB97M-V/def2-TZVPD", "species": ["O", "O", "O", "O", "B", "C", "N", "C", "C", "C", "C", "C", "C", "C", "C", "C", "C", "C", "C", "C", "C", "H", "H", "H", "H", "H", "H", "H", "H", "H", "H", "H", "H", "H", "H", "H", "H", "H", "H", "H", "H", "H", "H", "H", "H", "H", "H"], "xyz": [[-2.90735, -4.91405, -0.33270], [-4.19289, -3.25858, -1.25691], [1.10399, -0.37475, -0.09294], [-0.64798, 1.09690, -1.13994], [-0.24794, -0.06953, -0.40792], [-3.48833, -3.83667, -0.24518], [-1.72390, -4.33148, 1.98829], [0.30009, 2.59178, 1.25578], [2.25113, 1.22491, 2.16444], [-1.33226, -1.08080, 0.11217], [-3.40480, -2.94452, 0.95280], [-0.89969, -2.35789, 0.73424], [2.09914, 3.61948, -1.02279], [-2.00944, -2.95776, 1.60108], [2.70055, 2.66580, 0.04897], [0.92393, 0.70551, -2.89290], [3.06832, 1.30380, -0.62770], [0.86806, 3.02720, -1.85341], [1.63364, 1.87807, 0.88320], [1.57832, 0.91673, -0.41965], [0.66296, 1.49253, -1.59852], [-4.15977, -3.80988, -2.04411], [-2.41671, -4.67238, 2.62110], [-1.83213, -4.91529, 1.16967], [-0.01926, 3.25954, 0.46537], [0.43609, 3.12521, 2.18417], [-0.49770, 1.88097, 1.39842], [3.33562, 1.05369, 2.09852], [1.75640, 0.25287, 2.33466], [2.03059, 1.84229, 3.03610], [-2.08512, -1.19289, -0.68206], [-1.72435, -0.39348, 0.84201], [-3.68814, -1.93422, 0.62979], [-4.13005, -3.28626, 1.71129], [-0.53762, -3.06211, -0.01325], [-0.01158, -2.13502, 1.31966], [1.78806, 4.54613, -0.54604], [2.89016, 3.91824, -1.71659], [-2.04581, -2.39713, 2.56239], [3.56939, 3.08344, 0.60331], [0.73332, -0.31831, -2.69853], [1.93803, 0.79360, -3.23988], [0.26975, 1.03841, -3.67273], [3.37570, 1.40339, -1.68131], [3.74658, 0.66072, -0.07275], [-0.01638, 3.61692, -1.55260], [0.95938, 3.24486, -2.90699]], "orbital_gap_ev": 9.4, "charge": 0, "de_lowest_ev": 0.4889, "lumo_ev": 0.59}